{
  "formula": "C54H51N4O3P2Pt",
  "method": "ωB97M-V with the def2-TZVPD basis set",
  "elements": ["Pt", "C", "O", "C", "C", "C", "C", "C", "C", "N", "C", "N", "C", "C", "C", "C", "C", "C", "O", "C", "N", "C", "C", "C", "C", "C", "C", "O", "C", "H", "H", "H", "H", "H", "H", "H", "H", "H", "H", "H", "H", "H", "H", "H", "H", "H", "H", "H", "H", "H", "H", "C", "N", "C", "P", "C", "C", "C", "C", "C", "C", "C", "C", "C", "C", "C", "C", "C", "C", "C", "C", "C", "C", "P", "C", "C", "C", "C", "C", "C", "C", "C", "C", "C", "C", "C", "H", "H", "H", "H", "H", "H", "H", "H", "H", "H", "H", "H", "H", "H", "H", "H", "H", "H", "H", "H", "H", "H", "H", "H", "H", "H", "H", "H", "H"],
  "positions_angstrom": [[0.632804, 0.020186, -0.568365], [-4.590796, -6.463414, -2.578565], [-3.732396, -5.410814, -2.162365], [-4.106096, -4.566814, -1.191365], [-5.341396, -4.554914, -0.541965], [-5.560496, -3.711714, 0.527635], [-4.554196, -2.851614, 0.969635], [-3.350996, -2.790314, 0.296535], [-3.105396, -3.633814, -0.783765], [-1.874896, -3.711214, -1.415265], [-0.833996, -2.808214, -1.355565], [0.380704, -3.393614, -1.389165], [1.652304, -2.844814, -1.447365], [1.959804, -1.489614, -1.298465], [3.291804, -1.112414, -1.392965], [4.298004, -2.037414, -1.660465], [4.006804, -3.379914, -1.793465], [2.690404, -3.808114, -1.672665], [2.282104, -5.085614, -1.756165], [3.235104, -6.115714, -1.971365], [-0.996996, -1.518514, -1.227065], [-2.166396, -0.889114, -1.615765], [-2.841596, -1.242314, -2.786865], [-4.001296, -0.594014, -3.144165], [-4.507396, 0.422186, -2.340465], [-3.842196, 0.813286, -1.190065], [-2.667096, 0.173786, -0.821665], [-1.916896, 0.455586, 0.278835], [-2.448396, 1.327586, 1.256035], [-3.946296, -7.192814, -3.065165], [-5.330496, -6.101014, -3.296465], [-5.101196, -6.938714, -1.740465], [-6.129496, -5.214514, -0.867265], [-6.513396, -3.734814, 1.031435], [-4.708396, -2.238214, 1.844035], [-2.577296, -2.126714, 0.645135], [-1.751496, -4.559314, -1.959965], [0.394804, -4.409614, -1.443265], [3.574604, -0.077514, -1.262765], [5.317404, -1.704414, -1.762365], [4.800804, -4.083014, -1.989765], [3.910304, -6.206414, -1.116465], [3.812404, -5.929514, -2.878965], [2.650204, -7.028014, -2.076365], [-2.440896, -2.019314, -3.417665], [-4.518796, -0.885514, -4.043865], [-5.422896, 0.917786, -2.620865], [-4.240096, 1.614286, -0.586865], [-2.535996, 2.351486, 0.882835], [-1.743296, 1.294986, 2.084235], [-3.425696, 0.981486, 1.599835], [1.641904, 3.205786, 0.574235], [1.038904, 3.004986, 1.844335], [1.365604, 1.835386, 2.622935], [1.439904, 0.186086, 1.734135], [0.667204, -0.966814, 2.901935], [-0.206696, -1.927514, 2.404235], [-0.741196, -2.882114, 3.250135], [-0.396496, -2.883214, 4.592735], [0.483604, -1.932314, 5.087735], [1.016904, -0.969914, 4.250335], [3.190504, -0.284714, 1.851935], [4.238104, 0.633986, 1.858535], [5.546604, 0.191686, 1.929835], [5.823004, -1.165614, 1.976735], [4.785604, -2.085814, 1.961135], [3.477504, -1.650614, 1.887835], [0.600104, 4.113886, 2.587635], [-0.525496, 4.011386, 3.413535], [-0.915096, 5.075886, 4.199535], [-0.183296, 6.256886, 4.196535], [0.935004, 6.365086, 3.381835], [1.321504, 5.314986, 2.575035], [0.781904, 2.381586, -0.931665], [-0.794596, 3.235786, -1.216065], [-1.348896, 4.230686, -0.415365], [-2.534096, 4.835086, -0.805165], [-3.176096, 4.444486, -1.970065], [-2.629496, 3.445586, -2.763265], [-1.446796, 2.840086, -2.386765], [1.813704, 3.130286, -2.227065], [2.740204, 2.370286, -2.935365], [3.544104, 2.970586, -3.888165], [3.420304, 4.327086, -4.147865], [2.481504, 5.082886, -3.458465], [1.678904, 4.493786, -2.500965], [2.663304, 2.805786, 0.534835], [1.662404, 4.269586, 0.318235], [0.632404, 1.736486, 3.430335], [2.350304, 1.973286, 3.095835], [-0.442496, -1.912214, 1.346235], [-1.415896, -3.632914, 2.869735], [-0.800796, -3.632214, 5.254035], [0.757104, -1.943614, 6.129735], [1.721204, -0.250314, 4.640335], [4.050804, 1.698986, 1.822935], [6.351904, 0.909286, 1.947935], [6.844604, -1.504214, 2.030135], [5.000004, -3.141114, 2.009835], [2.665504, -2.364614, 1.877935], [-1.111596, 3.104786, 3.416635], [-1.794996, 4.989686, 4.816235], [-0.475796, 7.080286, 4.826735], [1.525704, 7.266686, 3.390035], [2.229904, 5.396386, 1.997335], [-0.861396, 4.549986, 0.494635], [-2.952696, 5.624986, -0.200865], [-4.103396, 4.914886, -2.257465], [-3.117696, 3.147686, -3.678065], [-1.008096, 2.061186, -3.000465], [2.808004, 1.307386, -2.751565], [4.261604, 2.380986, -4.437165], [4.044004, 4.794986, -4.893865], [2.373304, 6.134886, -3.672165], [0.942704, 5.088186, -1.976965]],
  "forces_ev_per_a": [[-2.0511, -2.8462, -0.0240], [-0.2950, -0.3556, -0.2550], [0.5397, 0.0960, -0.2436], [0.2331, 0.9840, 0.7266], [0.3459, -0.1930, -0.4181], [0.3986, 0.4376, 0.3075], [-0.5229, -0.1637, -0.0770], [0.0709, -0.4930, -0.1838], [-1.7221, -0.2890, 0.5814], [1.6100, 0.4675, -0.6132], [-0.9059, -1.5702, -0.0637], [0.1782, -0.3218, -0.0456], [-0.8249, -0.0290, -0.0884], [0.3367, 0.8584, 0.5481], [0.5838, 0.4468, -0.0940], [-0.5974, 0.7442, 0.1072], [-0.6268, -0.5080, 0.0573], [0.4713, 0.5701, 0.0321], [-0.6993, 0.6688, 0.1018], [0.3891, -0.4516, -0.0677], [2.8515, 0.8461, 0.7798], [-1.3736, 1.4392, -0.1932], [0.4799, 0.1844, 0.2765], [-0.4023, 0.2781, 0.1400], [0.0973, -0.3279, -0.2756], [0.3704, -0.0887, 0.4622], [-0.2335, -0.9211, -1.0126], [0.6834, 0.0167, 0.0045], [-0.2677, 0.3578, 0.4152], [-0.0978, 0.0466, 0.0130], [0.0435, 0.0493, 0.0964], [0.1226, 0.0464, 0.0561], [-0.0371, -0.0939, -0.0399], [-0.0856, 0.0021, 0.0639], [-0.0800, 0.1081, 0.0217], [0.1182, 0.1050, 0.0939], [0.1399, 0.0765, 0.0705], [-0.0909, 0.1497, 0.1490], [0.0181, 0.0740, 0.0703], [0.1090, 0.1348, 0.0324], [0.0050, -0.0910, 0.0043], [-0.0753, 0.0383, -0.0338], [-0.0962, -0.0493, -0.0021], [0.1603, 0.0890, -0.0194], [0.0456, -0.1368, -0.0597], [-0.0610, 0.0004, -0.0946], [-0.1000, 0.0880, -0.0098], [-0.0308, 0.0739, 0.0664], [0.0332, -0.1065, 0.0142], [-0.0554, 0.0630, 0.0514], [0.0481, -0.0585, -0.0276], [-0.2288, -0.6065, -0.4052], [-0.8294, -0.8061, -0.7050], [0.1936, 0.3080, -0.3686], [1.1478, 0.5364, 0.5450], [-0.6736, -0.3000, -1.0421], [0.0492, 0.1307, -0.1511], [-0.0656, -0.1533, 0.0542], [0.0098, 0.0118, -0.1292], [-0.0254, 0.0863, -0.0469], [0.2621, 0.2873, -0.0673], [-0.3451, -0.0408, -0.5298], [-0.0979, 0.2480, -0.1250], [0.0326, 0.0895, -0.0430], [-0.0674, 0.0093, 0.0137], [-0.0161, -0.0341, 0.0032], [-0.1590, -0.0516, 0.0301], [-0.1704, 1.1689, 0.8504], [0.3031, -0.0699, -0.5270], [0.0689, 0.3072, 0.1120], [0.0511, -0.1277, -0.1273], [-0.2506, 0.2241, 0.1646], [-0.0833, -0.6989, 0.0667], [1.4542, 2.2169, 1.1964], [-0.1469, -1.1664, -0.0274], [0.1807, -0.0079, 0.3297], [0.1481, 0.0847, 0.0924], [0.0599, -0.1306, -0.0707], [0.0401, 0.0580, -0.1442], [0.0322, -0.0951, -0.0665], [0.1462, -1.0524, -0.4242], [-0.1024, -0.0476, 0.1277], [0.1170, 0.0449, -0.0893], [-0.0457, -0.1220, 0.0545], [0.0870, -0.0088, 0.0408], [-0.3025, -0.0460, 0.2224], [0.0647, 0.1970, -0.2416], [0.0465, -0.2263, -0.0138], [0.1022, -0.2226, -0.2499], [-0.0292, -0.3280, 0.0593], [-0.1672, -0.1223, 0.0478], [-0.1024, -0.0565, -0.0893], [-0.0714, -0.0880, 0.0763], [0.0608, 0.0342, 0.1394], [0.0824, 0.0885, 0.0973], [0.0260, 0.0175, 0.0152], [0.0713, 0.0720, 0.0265], [0.1467, -0.0475, 0.0303], [0.0069, -0.1365, 0.0118], [-0.0045, -0.1390, 0.0086], [-0.0675, -0.1606, 0.0233], [-0.0954, -0.0233, 0.1077], [-0.0478, 0.0967, 0.0708], [0.0389, 0.1438, -0.0023], [0.0976, 0.0573, -0.1032], [0.0099, 0.0178, 0.1341], [-0.0062, 0.0713, 0.0874], [-0.0798, 0.0789, -0.0481], [-0.0532, -0.0427, -0.0716], [-0.0826, -0.0099, -0.1485], [0.0873, -0.0889, -0.0625], [0.0570, -0.0666, -0.0507], [0.0449, 0.0243, -0.0690], [-0.0186, 0.0970, 0.0159], [-0.0414, 0.0700, -0.0166]],
  "mulliken_charge": [2.36, -0.91, -0.40, 1.00, -0.49, -1.10, -1.10, 0.87, -0.39, -0.07, -0.04, 0.06, -0.35, -0.46, -0.03, -1.44, -0.39, 1.45, -0.46, -0.91, 0.01, -0.20, -0.47, -0.90, -1.00, -0.88, 0.76, 0.34, -1.12, 0.27, 0.35, 0.39, 0.50, 0.46, 0.52, -0.16, 0.33, 0.37, 0.53, 0.56, 0.52, 0.39, 0.38, 0.28, 0.56, 0.51, 0.53, 0.50, 0.20, 0.08, 0.52, -1.80, 1.44, -1.95, 1.17, -0.04, 1.03, -0.97, -0.85, -0.86, -0.53, 0.44, -0.43, -0.94, -0.70, -0.82, -0.64, -0.17, 0.05, -1.01, -0.55, -0.95, 0.05, 1.43, 1.09, -0.72, -0.46, -0.85, -0.81, -0.69, 0.91, -0.45, -0.79, -0.61, -0.78, -0.70, -0.10, 1.06, 0.72, 0.70, 0.12, 0.63, 0.45, 0.51, 0.48, 0.22, 0.51, 0.47, 0.52, 0.43, 0.22, 0.47, 0.45, 0.44, 0.53, 0.28, 0.52, 0.46, 0.54, 0.49, 0.24, 0.48, 0.44, 0.47, 0.39],
  "homo_energy_ev": -14.3,
  "homo_lumo_gap_ha": 0.123,
  "total_charge": 3,
  "fmax_ev_per_a": 3.5,
  "total_energy_ev": -90727.1483
}